{
  "formula": "C42H27BrCl5F4N2O2PSr",
  "method": "ωB97M-V/def2-TZVPD",
  "elements": ["Sr", "C", "C", "O", "C", "C", "C", "N", "N", "C", "O", "C", "C", "C", "C", "C", "C", "H", "H", "H", "H", "H", "H", "H", "H", "H", "H", "H", "H", "F", "C", "C", "F", "C", "F", "C", "P", "C", "C", "C", "C", "C", "C", "C", "C", "C", "C", "C", "C", "C", "Br", "C", "F", "H", "H", "H", "H", "H", "H", "H", "H", "H", "H", "Cl", "C", "C", "C", "Cl", "C", "Cl", "C", "Cl", "C", "Cl", "C", "C", "C", "C", "C", "C", "H", "H", "H", "H", "H"],
  "positions_angstrom": [[0.438, -0.195, -0.236], [4.253, 1.321, 1.667], [2.775, 1.380, 1.374], [2.410, 0.690, 0.343], [1.924, 2.101, 2.174], [0.494, 2.288, 2.081], [-0.118, 3.230, 3.078], [-0.272, 1.679, 1.211], [-1.578, 2.078, 1.215], [-2.476, 1.341, 0.604], [-2.112, 0.069, 0.055], [-3.836, 1.701, 0.484], [-4.744, 1.041, -0.387], [-6.060, 1.428, -0.473], [-6.564, 2.488, 0.283], [-5.679, 3.159, 1.132], [-4.359, 2.793, 1.236], [4.797, 1.283, 0.722], [4.488, 0.408, 2.221], [4.603, 2.169, 2.257], [2.384, 2.628, 3.001], [0.645, 3.682, 3.710], [-0.833, 2.690, 3.706], [-0.695, 4.010, 2.576], [-4.386, 0.235, -1.014], [-6.713, 0.899, -1.160], [-7.602, 2.786, 0.210], [-6.034, 3.992, 1.731], [-3.692, 3.330, 1.895], [4.394, -0.710, 5.947], [3.495, -1.468, 5.240], [3.944, -2.623, 4.574], [5.024, -3.289, 5.071], [3.211, -3.154, 3.559], [3.563, -4.385, 3.086], [2.027, -2.551, 3.076], [1.498, -2.710, 1.376], [0.411, -4.178, 1.291], [-0.014, -4.856, 2.427], [-0.867, -5.943, 2.318], [-1.298, -6.371, 1.073], [-0.884, -5.693, -0.069], [-0.049, -4.596, 0.043], [2.980, -3.310, 0.476], [3.903, -2.331, 0.108], [5.054, -2.678, -0.580], [5.292, -4.002, -0.919], [4.376, -4.980, -0.557], [3.231, -4.637, 0.142], [1.532, -1.471, 3.865], [-0.326, -0.982, 3.692], [2.252, -0.937, 4.892], [1.766, 0.084, 5.638], [0.336, -4.518, 3.396], [-1.195, -6.456, 3.214], [-1.963, -7.222, 0.989], [-1.224, -6.010, -1.047], [0.263, -4.072, -0.856], [3.702, -1.288, 0.332], [5.754, -1.902, -0.865], [6.185, -4.271, -1.469], [4.555, -6.017, -0.814], [2.531, -5.411, 0.433], [1.732, -2.479, -2.947], [0.622, -1.329, -3.740], [0.094, -0.333, -2.954], [-0.770, 0.527, -3.600], [-1.465, 1.846, -2.647], [-1.111, 0.421, -4.944], [-2.214, 1.519, -5.697], [-0.538, -0.607, -5.694], [-0.925, -0.773, -7.372], [0.348, -1.498, -5.092], [1.068, -2.766, -6.024], [-3.815, -3.419, 1.448], [-3.388, -3.313, 0.134], [-2.851, -2.123, -0.334], [-2.736, -1.045, 0.538], [-3.166, -1.132, 1.856], [-3.705, -2.328, 2.299], [-4.223, -4.353, 1.810], [-3.463, -4.162, -0.534], [-2.507, -2.008, -1.355], [-3.073, -0.269, 2.500], [-4.027, -2.414, 3.329]],
  "lowdin_charge": [1.298, -0.044, -0.514, -0.359, -0.055, -0.372, -0.065, -0.115, 0.047, -0.367, -0.168, -0.190, -0.054, -0.135, -0.157, -0.144, -0.056, 0.072, 0.075, 0.067, 0.086, 0.060, 0.071, 0.066, 0.099, 0.086, 0.069, 0.083, 0.089, 0.029, -0.167, -0.180, 0.051, -0.239, 0.049, -0.399, 1.019, -0.367, -0.077, -0.095, -0.112, -0.107, -0.120, -0.367, -0.101, -0.088, -0.106, -0.096, -0.096, -0.595, 0.796, -0.306, 0.032, 0.102, 0.095, 0.091, 0.099, 0.082, 0.079, 0.100, 0.090, 0.094, 0.103, 0.621, -0.700, -0.260, -0.701, 0.672, -0.717, 0.635, -0.714, 0.624, -0.721, 0.626, -0.105, -0.095, -0.012, -0.310, -0.050, -0.082, 0.093, 0.097, 0.121, 0.110, 0.102],
  "de_lowest_kj_mol": 18.4,
  "homo_ev": [0.30, -0.48],
  "total_charge": -2,
  "gap_ev": [3.43, 4.22],
  "lumo_ev": [3.736, 3.736]
}

{
  "formula": "C21H37Br2FN5O6",
  "method": "ωB97M-V/def2-TZVPD",
  "elements": ["C", "C", "C", "N", "C", "C", "O", "O", "N", "C", "N", "C", "C", "C", "Br", "C", "C", "Br", "N", "C", "O", "N", "C", "O", "F", "H", "H", "H", "H", "H", "H", "H", "H", "H", "H", "H", "H", "H", "H", "H", "H", "H", "H", "H", "H", "H", "C", "C", "C", "O", "C", "H", "H", "H", "H", "H", "H", "H", "H", "C", "C", "C", "O", "C", "H", "H", "H", "H", "H", "H", "H", "H"],
  "positions_angstrom": [[-1.472, 3.369, 0.125], [0.039, 2.790, 0.176], [0.077, 1.160, 0.305], [1.091, 0.710, 1.299], [0.637, 0.498, 2.655], [-0.812, 0.623, 3.300], [-1.738, -0.333, 2.685], [-2.991, -0.044, 3.125], [1.874, 0.131, 3.312], [3.024, 0.082, 2.435], [4.309, -0.210, 2.641], [4.652, -0.509, 4.095], [4.342, -2.048, 4.499], [5.404, -0.268, 1.646], [6.858, -1.592, 2.127], [6.172, 1.136, 1.384], [7.591, 1.289, 2.138], [5.113, 2.759, 1.799], [2.429, 0.458, 1.169], [2.910, 0.686, -0.201], [3.061, 1.869, -0.626], [3.252, -0.397, -1.159], [2.108, -0.775, -2.007], [1.369, -1.742, -1.675], [1.769, -0.098, -3.197], [-1.610, 4.266, 0.843], [-2.265, 2.594, 0.467], [-1.793, 3.689, -0.939], [0.628, 3.278, 1.048], [0.547, 3.158, -0.796], [0.229, 0.768, -0.757], [-1.000, 0.861, 0.605], [-0.718, 0.314, 4.409], [-1.255, 1.676, 3.260], [-3.630, -0.591, 2.604], [5.712, -0.169, 4.371], [3.960, 0.120, 4.781], [4.152, -2.079, 5.639], [5.254, -2.732, 4.306], [3.390, -2.463, 4.011], [5.078, -0.651, 0.601], [6.415, 1.181, 0.251], [8.468, 0.790, 1.570], [7.565, 1.011, 3.251], [7.838, 2.422, 2.111], [3.405, -1.234, -0.552], [-3.886, 0.902, -4.565], [-2.878, 0.380, -3.566], [-2.021, 1.605, -3.314], [-2.869, 2.747, -3.480], [-4.102, 2.323, -4.081], [-4.809, 0.321, -4.603], [-3.445, 0.912, -5.567], [-3.388, 0.085, -2.644], [-2.303, -0.475, -3.928], [-1.210, 1.681, -4.046], [-1.587, 1.613, -2.310], [-4.881, 2.366, -3.313], [-4.371, 3.005, -4.889], [-6.034, -3.766, -2.451], [-5.026, -4.287, -1.452], [-4.170, -3.062, -1.200], [-5.021, -1.919, -1.367], [-6.252, -2.346, -1.968], [-6.956, -4.349, -2.489], [-5.593, -3.757, -3.453], [-5.537, -4.583, -0.530], [-4.451, -5.142, -1.813], [-3.359, -2.986, -1.932], [-3.736, -3.053, -0.197], [-7.032, -2.304, -1.200], [-6.522, -1.665, -2.778]],
  "lowdin_charge": [-0.114, -0.198, -0.101, -0.011, -0.025, -0.059, -0.200, -0.032, 0.167, -0.201, -0.093, -0.200, -0.101, -0.574, 0.797, -0.701, -0.237, 0.727, 0.101, -0.321, 0.103, 0.159, -0.342, 0.106, 0.092, 0.087, 0.080, 0.081, 0.120, 0.114, 0.119, 0.135, 0.157, 0.153, 0.143, 0.117, 0.131, 0.093, 0.054, 0.085, 0.091, 0.117, 0.084, 0.072, 0.074, 0.138, -0.169, -0.175, -0.210, -0.142, -0.195, 0.114, 0.119, 0.108, 0.116, 0.121, 0.088, 0.119, 0.121, -0.175, -0.177, -0.212, -0.160, -0.202, 0.118, 0.118, 0.118, 0.117, 0.114, 0.111, 0.119, 0.115],
  "homo_ev": -11.31,
  "total_charge": 1,
  "gap_ev": 7.23,
  "lumo_ev": -4.082
}

{
  "formula": "C7H9N3O2",
  "method": "ωB97M-V/def2-TZVPD",
  "elements": ["C", "C", "C", "C", "C", "N", "C", "N", "C", "N", "O", "O", "H", "H", "H", "H", "H", "H", "H", "H", "H"],
  "positions_angstrom": [[-1.020, 1.089, 0.046], [-0.601, -0.374, -0.007], [-0.214, -0.953, 1.358], [0.479, -0.412, -1.013], [1.496, 0.500, -1.082], [2.594, 0.334, -1.870], [2.700, -0.719, -2.644], [1.744, -1.632, -2.797], [0.666, -1.566, -2.142], [-0.345, -2.554, -2.287], [-0.842, -2.952, -1.278], [-0.519, -2.895, -3.416], [-1.965, 1.303, 0.710], [-1.322, 1.376, -0.856], [-0.116, 1.706, 0.476], [-1.248, -1.106, -0.375], [0.504, -0.228, 1.727], [0.303, -2.042, 1.259], [-0.979, -1.116, 1.971], [1.640, 1.404, -0.389], [3.473, -0.986, -3.309]],
  "lowdin_charge": [-0.059, -0.417, -0.033, -0.049, -0.090, 0.090, -0.180, 0.152, -0.112, -0.379, 0.112, 0.136, 0.124, 0.023, 0.109, 0.089, 0.077, 0.143, 0.022, 0.140, 0.102],
  "smiles": "CC(C)c1cncnc1[N+](=O)[O-]",
  "de_lowest_kj_mol": 580.6,
  "homo_ev": -10.03,
  "gap_ev": 9.17,
  "lumo_ev": -0.858
}

One value per record, in order, for E_tot: -7523.234121 -6794.902459 -586.699250 hartree.